Record 1
{"formula": "C5H19N2O3S", "method": "the ωB97M-V functional and the def2-TZVPD basis", "symbols": ["C", "N", "C", "C", "S", "C", "N", "C", "H", "H", "H", "H", "H", "H", "H", "H", "H", "H", "H", "H", "H", "H", "H", "O", "H", "H", "O", "H", "H", "O"], "positions_angstrom": [[-0.40751, 0.80121, 1.84041], [0.26472, -0.41472, 1.43454], [-0.68950, -1.30315, 0.57032], [0.14914, -2.56747, 0.45944], [-0.96075, -3.56390, -0.56221], [-0.23501, 2.22164, 1.13649], [1.20963, 2.71813, 1.03916], [-1.03336, 2.35732, -0.16105], [-1.50283, 0.66156, 2.04051], [-0.12295, 0.89277, 2.96768], [0.77921, -0.85042, 2.24060], [-1.67729, -1.55150, 1.08411], [-0.85140, -0.79649, -0.39518], [0.22212, -3.07755, 1.46902], [1.20466, -2.59566, 0.07677], [-0.78470, 2.80479, 1.89859], [1.81601, 2.40455, 1.73118], [1.72810, 2.40482, 0.24136], [-2.08514, 2.77472, -0.10980], [-0.98027, 1.49593, -0.68829], [-0.42942, 3.04522, -0.79161], [0.00515, -0.45199, -3.24444], [1.13580, -1.25962, -2.93036], [0.83300, -0.36215, -2.92417], [-1.95715, -0.90991, -2.35156], [-1.43443, -2.42429, -2.31477], [-1.44227, -1.47403, -2.75845], [2.47882, -0.15458, 0.43143], [2.03239, -0.27982, -0.98998], [2.73522, -0.54541, -0.43974]], "forces_ev_per_a": [[0.256, 0.464, 3.154], [-1.282, 0.946, -0.729], [3.090, 0.327, 2.363], [-0.830, -1.646, -0.061], [-0.259, -1.741, -0.747], [0.433, -1.138, 1.617], [-2.463, 0.587, -1.249], [0.840, 3.445, 0.510], [0.322, -0.033, -0.861], [0.026, 0.679, -1.613], [-1.376, 0.114, -1.452], [1.293, 0.491, -0.554], [0.198, -0.287, 0.524], [-0.208, 0.708, -0.784], [-1.167, 0.984, 0.111], [0.714, 0.420, -0.299], [0.501, -0.733, 2.233], [-0.538, -0.271, -1.106], [1.285, -0.690, 0.324], [-0.326, -2.961, -1.626], [-0.613, 0.046, 0.232], [-4.620, -0.555, -1.329], [0.346, -0.810, 0.213], [5.045, 1.583, 1.353], [-4.309, 3.875, 3.631], [0.104, 2.099, 0.218], [3.593, -5.892, -3.862], [0.008, -0.704, -0.990], [-1.613, 0.419, -1.347], [1.552, 0.275, 2.125]], "relative_energy_kcal_mol": 51.3, "total_energy_ha": -935.2768, "fmax_ev_per_a": 7.91, "orbital_gap_ha": 0.232, "charge": -1}

***

Record 2
{"formula": "C5H19N2O4", "method": "the ωB97M-V functional and the def2-TZVPD basis", "symbols": ["O", "C", "N", "C", "C", "N", "C", "C", "H", "H", "H", "H", "H", "H", "H", "H", "H", "H", "H", "H", "H", "H", "H", "O", "H", "H", "O", "H", "H", "O"], "positions_angstrom": [[1.39169, -0.89187, 0.95405], [0.22161, -0.27018, 1.06160], [-0.22183, 0.04998, 2.36272], [-1.44054, 0.73180, 2.67819], [-0.59124, 0.09812, -0.17728], [0.33830, -0.26306, -1.29846], [-2.91175, -0.00792, -1.19239], [-1.85945, -0.75545, -0.35107], [0.43834, -0.30173, 3.02162], [-2.20988, 0.05472, 3.05195], [-1.20560, 1.52063, 3.39459], [-1.83765, 1.33009, 1.86904], [-0.71782, 1.18566, -0.17666], [-0.21524, -0.51973, -2.10637], [0.97714, -1.03192, -1.02549], [0.91894, 0.55383, -1.51994], [-3.51390, -0.74728, -1.72613], [-3.67509, 0.49674, -0.58621], [-2.55604, 0.77134, -1.85736], [-1.73682, -1.76225, -0.73923], [-2.15502, -0.99446, 0.67145], [2.25017, 1.79395, -1.01654], [1.50200, 2.79410, -1.96394], [1.37733, 2.13419, -1.30273], [2.40927, -3.08660, -1.30501], [2.58384, -2.12139, -0.16946], [2.44915, -2.14101, -1.12651], [3.98441, 0.69435, 0.52598], [2.68363, 0.00047, 0.21596], [3.32205, 0.68489, -0.16634]], "forces_ev_per_a": [[0.047, 0.339, 0.009], [0.154, -0.418, -0.549], [0.183, 0.107, -1.587], [0.750, 0.311, 0.736], [1.809, -1.774, 1.346], [-0.541, 0.209, -0.200], [-1.409, -0.691, 0.732], [-0.681, 1.290, 0.440], [-0.163, 0.115, 0.699], [-0.328, 0.135, 0.126], [-0.320, -0.184, 0.539], [-0.023, -0.312, -0.650], [-0.716, -0.011, -0.542], [0.111, -0.056, -0.249], [-0.086, -0.181, 0.299], [-0.115, 0.243, -0.199], [0.146, 0.209, -0.434], [0.354, 0.042, 0.232], [0.470, -0.183, -0.282], [0.889, 0.004, -0.425], [-0.629, 0.411, -0.078], [0.304, 0.250, 0.343], [0.297, 0.678, -0.671], [-0.114, -0.332, 0.467], [-0.004, 0.016, -0.276], [-0.387, 0.445, 0.252], [0.331, -0.773, -0.291], [0.294, 0.375, -0.007], [-0.289, 0.486, -0.001], [-0.334, -0.749, 0.221]], "multiplicity": 2, "relative_energy_kcal_mol": 0.0, "total_energy_ha": -612.2773, "fmax_ev_per_a": 2.87, "orbital_gap_ha": [0.147, 0.309], "s_squared": 0.753, "charge": 0}

***

Record 3
{"formula": "C5H19N2Pb", "method": "the ωB97M-V functional and the def2-TZVPD basis", "symbols": ["C", "Pb", "N", "N", "H", "H", "H", "H", "H", "H", "H", "H", "H", "H", "C", "C", "C", "C", "H", "H", "H", "H", "H", "H", "H", "H", "H"], "positions_angstrom": [[2.20157, 1.19692, -1.09093], [0.62603, -0.74295, -0.97631], [-1.40287, -2.59659, -1.21834], [0.35116, -0.20929, -3.66547], [-2.31203, -2.17170, -0.99914], [2.60171, -0.60802, -0.59602], [2.59602, 1.19068, -0.07289], [1.52678, 2.07459, -1.26339], [2.88818, 0.97121, -1.90716], [-0.65395, -0.02299, -3.89959], [0.65023, -1.00320, -4.23747], [0.88051, 0.60578, -3.96814], [-1.48126, -2.95116, -2.17377], [-1.32563, -3.41493, -0.61301], [-1.20465, 1.54157, 2.67860], [-0.17757, 0.75484, 1.81446], [0.27170, -0.45628, 2.56716], [-0.78084, 0.40682, 0.41851], [-2.10027, 0.93231, 2.86873], [-1.52192, 2.47179, 2.15852], [-0.73049, 1.80821, 3.64000], [0.68020, 1.42836, 1.64670], [-0.55830, -1.11924, 2.77288], [1.00480, -1.02990, 2.01391], [0.72526, -0.17549, 3.50396], [-1.66182, -0.23828, 0.64114], [-1.09257, 1.35693, -0.04296]], "forces_ev_per_a": [[-1.970, 1.098, -0.204], [2.369, 0.219, -0.588], [-1.640, -0.929, -0.012], [-1.212, 0.409, -1.554], [0.277, -0.099, -0.061], [-0.006, -1.778, 1.073], [0.207, 0.350, -0.567], [0.714, -0.044, -0.125], [0.172, 0.277, 0.273], [1.169, -0.234, 0.245], [-0.081, 0.194, 0.189], [0.027, 0.000, 0.022], [0.157, 0.126, 0.211], [0.049, 0.052, -0.054], [0.484, 0.266, -0.254], [-1.036, 1.047, -0.835], [0.324, -0.307, -0.028], [0.049, 0.223, 2.098], [0.189, 0.085, -0.010], [0.176, -0.515, 0.339], [-0.345, 0.055, -0.122], [-0.109, -0.221, 0.061], [-0.430, -0.231, 0.123], [0.256, -0.097, -0.226], [0.182, 0.062, 0.575], [0.128, 0.319, -0.409], [-0.101, -0.329, -0.162]], "relative_energy_kcal_mol": 35.9, "total_energy_ha": -504.0745, "fmax_ev_per_a": 2.45, "orbital_gap_ha": 0.158, "charge": -1}

***

Record 4
{"formula": "C5H19NO4", "method": "the ωB97M-V functional and the def2-TZVPD basis", "symbols": ["C", "C", "C", "C", "C", "N", "H", "H", "H", "H", "H", "H", "H", "H", "H", "H", "H", "O", "H", "H", "O", "H", "H", "O", "H", "H", "O", "H", "H"], "positions_angstrom": [[3.23883, 0.09379, 0.34915], [2.18712, 0.37659, 1.09496], [0.75111, 0.05074, 0.72060], [0.41268, -1.32987, 1.29308], [0.07595, -1.19864, 2.79755], [-0.69309, -2.00914, 0.59822], [4.20290, 0.53135, 0.53616], [3.12654, -0.58477, -0.49081], [2.26375, 1.01466, 1.97291], [0.08077, 0.87006, 0.99902], [0.64758, 0.05101, -0.36345], [1.33155, -1.90520, 1.20997], [-0.18430, -2.18655, 3.19540], [0.84759, -0.75843, 3.42779], [-0.82244, -0.59295, 2.93501], [-0.89512, -2.85148, 1.11541], [-1.54294, -1.47480, 0.74210], [1.22760, -2.45606, -1.79033], [1.37193, -3.36565, -2.04215], [0.91657, -2.47999, -0.86228], [-0.87246, 2.70963, -2.11013], [-1.19877, 3.59103, -1.83225], [-0.47934, 2.71197, -3.00658], [-2.57501, 2.85584, 0.07676], [-3.15120, 2.12868, -0.21883], [-2.74720, 2.88729, 1.02327], [-2.20703, 0.27483, -1.92063], [-1.85307, 1.17017, -1.72746], [-1.35689, -0.16862, -1.89074]], "forces_ev_per_a": [[-0.196, -0.293, -0.115], [-0.878, 1.204, -0.025], [0.496, -0.457, -0.518], [-0.791, 0.794, 1.255], [-0.241, -0.376, -0.040], [0.352, 0.183, 0.044], [0.317, -0.222, 0.249], [0.075, 0.236, -0.220], [0.338, -0.006, -0.054], [-0.052, -0.287, 0.537], [0.252, -0.358, -0.211], [-0.058, -0.401, -0.201], [0.235, 0.068, 0.077], [0.232, -0.052, -0.160], [-0.029, 0.140, -0.184], [0.095, -0.487, 0.006], [-0.039, 0.350, -0.355], [0.036, 0.410, 0.645], [0.020, -0.326, -0.043], [-0.196, -0.028, -0.766], [0.237, 0.329, -0.264], [0.415, -0.782, -0.570], [-0.519, 0.510, 0.832], [-0.512, -0.428, 0.107], [0.344, 0.291, -0.065], [0.093, 0.157, 0.028], [0.495, 0.765, 0.478], [-0.565, -0.032, -0.372], [0.046, -0.902, -0.095]], "relative_energy_kcal_mol": 31.8, "smiles": "C=CC[C@@H](C)N.O.O.O.O", "total_energy_ha": -557.5811, "fmax_ev_per_a": 1.68, "orbital_gap_ha": 0.368, "charge": 0}

***

Record 5
{"formula": "C5H20AgN6O6", "method": "the ωB97M-V functional and the def2-TZVPD basis", "symbols": ["Ag", "O", "H", "O", "H", "C", "C", "O", "H", "H", "H", "H", "H", "H", "C", "O", "N", "N", "H", "H", "H", "H", "C", "O", "N", "N", "H", "H", "H", "H", "C", "O", "N", "N", "H", "H", "H", "H"], "positions_angstrom": [[0.08369, -0.82038, -0.39123], [-1.04109, -1.54682, 1.59916], [-0.16859, -1.77128, 1.92730], [0.07854, -3.06401, -1.09930], [-0.53864, -2.72691, -1.76246], [2.83284, 0.21613, -2.41541], [2.47369, -1.25073, -2.65300], [2.32292, -1.85857, -1.38405], [2.06104, 0.65888, -1.77521], [2.95662, 0.86980, -3.27833], [3.73076, 0.20449, -1.78722], [3.30169, -1.74016, -3.17883], [1.52512, -1.31720, -3.19431], [1.48502, -2.44104, -1.40145], [-2.74531, -0.06564, -1.19005], [-1.62486, 0.18454, -1.62626], [-3.85827, 0.63196, -1.56281], [-2.92632, -0.98941, -0.21227], [-4.76555, 0.47012, -1.17446], [-3.70832, 1.41013, -2.17538], [-2.16572, -1.43766, 0.31090], [-3.84401, -1.14481, 0.16580], [-2.51298, 1.77959, 1.86473], [-3.57386, 2.40945, 1.94870], [-1.42598, 2.26008, 1.18263], [-2.37764, 0.51830, 2.38947], [-0.62726, 1.69507, 0.93304], [-1.40445, 3.26197, 1.15114], [-1.66487, -0.17334, 2.07475], [-3.01715, 0.25240, 3.11221], [2.18739, 0.77944, 1.51663], [1.15646, 0.94098, 0.87140], [2.41404, -0.31904, 2.28218], [3.23084, 1.65139, 1.37520], [3.20426, -0.32968, 2.89804], [1.74399, -1.06684, 2.29432], [4.15678, 1.58274, 1.74693], [3.04520, 2.28605, 0.61750]], "forces_ev_per_a": [[0.091, -0.471, 0.178], [0.315, 0.282, 0.154], [-0.138, -0.449, 0.055], [0.343, 0.535, -0.460], [-0.059, -0.426, -0.072], [-0.098, -0.081, 0.865], [0.003, 0.360, 0.665], [0.467, 0.272, -0.358], [-0.101, -0.022, -0.150], [0.140, -0.270, -0.234], [0.138, 0.231, -0.254], [-0.215, -0.058, -0.376], [0.142, -0.157, -0.314], [-0.432, -0.434, 0.264], [-0.063, -0.754, 2.090], [0.121, 0.578, -0.944], [0.145, 0.016, -0.759], [-1.015, -0.128, -0.860], [0.063, 0.057, 0.172], [-0.081, 0.037, 0.007], [0.424, 0.054, -0.032], [0.000, 0.195, 0.007], [-0.728, -1.553, 0.246], [0.473, 0.572, 0.394], [-0.437, 0.250, 0.008], [0.200, 1.414, -0.062], [0.017, 0.190, 0.413], [0.144, -0.047, -0.490], [0.197, -0.391, 0.203], [-0.372, -0.009, -0.268], [0.235, -1.110, -0.509], [0.388, 0.382, 0.182], [0.180, 0.524, 0.248], [-0.641, 0.711, -0.187], [-0.012, -0.283, -0.001], [-0.131, 0.127, 0.024], [-0.021, -0.348, 0.034], [0.319, 0.205, 0.119]], "relative_energy_kcal_mol": 3.2, "total_energy_ha": -1129.5814, "fmax_ev_per_a": 2.22, "orbital_gap_ha": 0.244, "charge": -1}

***

Record 6
{"formula": "C5H20FN10O5", "method": "the ωB97M-V functional and the def2-TZVPD basis", "symbols": ["F", "C", "O", "N", "N", "H", "H", "H", "H", "C", "O", "N", "N", "H", "H", "H", "H", "C", "O", "N", "N", "H", "H", "H", "H", "C", "O", "N", "N", "H", "H", "H", "H", "C", "O", "N", "N", "H", "H", "H", "H"], "positions_angstrom": [[-13.21181, -0.33875, -19.99094], [-15.44120, -2.08929, -18.87421], [-16.04384, -2.68029, -17.91411], [-14.84168, -0.91550, -18.74311], [-15.49608, -2.49522, -20.12284], [-14.27916, -0.65584, -19.54076], [-14.48444, -0.69240, -17.82511], [-15.83645, -3.44538, -20.08473], [-15.72570, -1.89366, -20.90098], [-12.23351, -2.97966, -18.78876], [-11.31604, -3.69482, -18.45620], [-13.19767, -2.81598, -17.93747], [-12.36679, -2.33774, -19.89482], [-13.95199, -2.20458, -18.21551], [-13.10369, -3.40553, -17.12280], [-11.69141, -2.54433, -20.61682], [-12.86836, -1.46120, -19.90824], [-11.00576, -1.68135, -21.63472], [-10.41837, -2.38218, -20.80946], [-10.55950, -1.51120, -22.85592], [-12.05638, -0.92136, -21.45049], [-10.99781, -0.98794, -23.60037], [-9.61439, -1.86556, -22.89192], [-12.43253, -0.79783, -20.52133], [-12.14902, -0.17580, -22.12552], [-15.69683, 0.26993, -21.06039], [-16.83693, 0.33903, -21.03687], [-15.04193, -0.67373, -21.59691], [-14.94070, 0.97907, -20.33026], [-15.49226, -1.21537, -22.32074], [-14.03377, -0.73224, -21.61410], [-15.34745, 1.77259, -19.85594], [-14.03174, 0.63994, -20.04942], [-13.05112, 1.64834, -18.20059], [-12.89155, 2.43644, -17.36084], [-13.23101, 0.37411, -17.93420], [-13.11208, 1.88474, -19.45851], [-13.22720, -0.32913, -18.65915], [-12.85870, 0.08227, -17.04183], [-12.73429, 2.67114, -19.96739], [-13.28375, 1.12033, -20.09593]], "forces_ev_per_a": [[-1.151, 5.734, 0.226], [-5.061, 0.156, 3.073], [1.744, 0.672, -1.721], [-4.231, -2.282, 2.139], [-0.998, -4.372, -1.142], [-3.357, -1.662, 2.080], [-1.850, 0.132, -0.253], [-0.362, 0.029, -0.580], [0.131, -0.886, 1.209], [1.349, -1.293, 1.134], [2.574, -2.144, -0.033], [-1.898, 0.335, 3.015], [-3.087, -2.055, 0.068], [1.163, -1.319, 1.439], [-0.595, 0.453, -0.034], [-2.037, -2.010, 2.924], [-0.504, -6.970, 2.488], [2.119, 2.195, -1.448], [4.294, 0.045, -2.626], [3.166, -1.096, -2.926], [2.036, 0.739, -5.342], [0.272, -0.199, 0.406], [-0.059, 0.110, -1.042], [4.898, 0.876, -4.527], [0.114, 0.061, 0.104], [2.019, 1.068, 1.342], [-9.641, 0.709, -1.195], [3.396, -3.806, -6.470], [-0.258, 5.418, 0.890], [0.023, 0.307, -0.141], [-0.481, -0.194, -0.430], [0.087, -0.452, 0.010], [-6.785, -0.158, -0.964], [0.564, -1.999, -0.021], [1.048, 4.939, 4.603], [2.293, -1.602, 3.983], [2.717, 3.616, -5.081], [1.764, 1.527, 3.106], [-0.163, 0.202, 0.104], [-0.163, 0.389, 1.050], [4.911, 4.789, 0.579]], "relative_energy_kcal_mol": 524.1, "total_energy_ha": -1225.6556, "fmax_ev_per_a": 9.74, "orbital_gap_ha": 0.281, "charge": -1}